The following is a quantum chemistry calculation of a structure of composition C5H8O, from OMol25.

Summary:
E_LUMO   1.07 eV
Net charge   0
Energy above the lowest of the compared OMol25 structures with the same formula, charge and spin   266.3 kJ/mol
E_tot   -270.4565 a.u.

CARTESIAN COORDINATES (ANGSTROEM)
O -0.52 1.30 0.18
C -0.05 -0.02 0.41
C -1.03 -1.05 0.01
C -0.34 1.13 -1.22
C -0.25 -0.39 -1.11
C 1.04 -0.04 1.45
H 0.73 0.62 2.27
H -0.62 -2.03 0.28
H 1.24 -1.03 1.87
H -1.03 1.73 -1.83
H 0.69 1.42 -1.47
H 1.95 0.39 1.03
H 0.25 -0.93 -1.92
H -2.11 -0.99 0.16

Here are the Löwdin charges for atoms 1 to 2, given in e: number 1, O, carries -0.06; number 2, C, carries -0.45